*i*
A structure of composition C2N4O2. Source: the OMol25 dataset; level of theory: ωB97M-V with the def2-TZVPD basis set.

Cartesian coordinates (Å):
O: 1.37965 -1.62846 0.00066
O: 2.07003 0.45274 -0.03778
N: -2.08190 -1.65562 -0.05084
N: -0.41299 0.12726 0.11038
N: 1.38720 -0.47508 -0.00164
N: -0.52051 2.56732 -0.04006
C: -1.30868 -0.80748 0.00738
C: -0.51281 1.41932 0.01191

## Properties
Total charge   0
E_LUMO (spin up / spin down)   -0.0885 / -0.0885 Eh
HOMO-LUMO gap (spin up / spin down)   0.2996 / 0.2996 Eh
HOMO level (spin up / spin down)   -0.388 / -0.388 Eh



*ii*
An isolated molecule of C2N4O2. Source: the OMol25 dataset; level of theory: ωB97M-V with the def2-TZVPD basis set.

Cartesian coordinates (Å):
O: -1.65229 0.28115 -0.39269
O: 1.62711 -0.32178 0.32181
N: 1.17838 -0.11813 1.75291
N: -1.15076 -0.03398 -1.67395
N: -0.08485 0.22461 1.63302
N: 0.10851 -0.15451 -1.68652
C: -0.50532 0.21914 0.37835
C: 0.47906 -0.06930 -0.31354

## Properties
Total charge   0
E_LUMO   -0.0419 Eh
HOMO-LUMO gap   0.3795 Eh
SMILES   n1nc2onnc2o1
HOMO level   -0.421 Eh



Decreasing stability: *ii*, *i*



*i*
A cluster of 2 separate species, C5H11O2 in total. Source: the OMol25 dataset; level of theory: ωB97M-V with the def2-TZVPD basis set.

Cartesian coordinates (Å):
O: 1.33564 2.97238 -1.20608
O: 1.71614 1.67116 0.58122
C: 1.05323 2.44213 -0.12369
C: -1.03298 -1.08914 -0.85821
C: -0.40458 2.64636 0.42282
C: 0.38484 -1.47260 -0.38294
C: 0.39269 -2.37597 0.88939
H: -1.18571 2.68984 -0.34311
H: 1.05910 -2.18813 -1.11281
H: -0.43812 3.62336 0.95779
H: -0.58830 -2.93149 1.00293
H: -0.79249 1.87897 1.12355
H: -1.37170 -0.23164 -0.28508
H: -1.23991 -0.68728 -1.84076
H: 1.30474 -3.05197 0.86944
H: 0.52305 -1.47507 1.59582
H: -1.79491 -1.84739 -0.68240
H: 1.07928 -0.57353 -0.60788

## Properties
Total charge   -1
E_LUMO   0.1399 Eh
HOMO-LUMO gap   0.2849 Eh
HOMO level   -0.145 Eh



*ii*
A cluster of 2 separate species, C5H11O2 in total. Source: the OMol25 dataset; level of theory: ωB97M-V with the def2-TZVPD basis set.

Cartesian coordinates (Å):
O: 0.46088 -3.45331 0.89113
O: -0.69356 -3.00756 2.77668
C: 0.19514 -2.81182 1.92026
C: 0.65568 -0.52872 0.98384
C: -1.40873 2.22998 -2.27874
C: -0.15155 1.51238 -1.78111
C: 1.00644 -1.50026 2.09902
H: 0.58223 -1.02919 0.02622
H: -0.26204 1.02713 -0.81604
H: 2.08475 -1.71342 2.16630
H: 0.63455 2.23707 -1.54454
H: 0.77593 -1.12761 3.09487
H: 1.41470 0.24876 0.88364
H: 0.19639 0.72348 -2.45317
H: -0.29266 -0.01944 1.22826
H: -2.33026 1.68102 -2.06800
H: -1.33830 2.34066 -3.34865
H: -1.52960 3.19085 -1.77996

## Properties
Total charge   -1
E_LUMO   0.1230 Eh
HOMO-LUMO gap   0.2613 Eh
HOMO level   -0.138 Eh



*iii*
A cluster of 2 separate species, C5H11O2 in total. Source: the OMol25 dataset; level of theory: ωB97M-V with the def2-TZVPD basis set.

Cartesian coordinates (Å):
O: -3.08542 0.46510 -2.01738
O: -3.00935 -0.21064 0.15154
C: 2.41688 -1.68998 0.89486
C: -2.62397 0.42739 -0.85496
C: 2.09417 -1.66287 -0.58073
C: -1.53478 2.18855 0.65942
C: -1.31904 1.27210 -0.58279
H: -2.57351 1.99392 0.89951
H: -0.97575 1.86950 -1.43355
H: 2.52276 -0.69254 1.33084
H: 1.07290 -1.50832 -0.91382
H: -0.52293 0.54446 -0.40221
H: -1.11291 1.67765 1.53643
H: 3.17634 -2.39484 1.22284
H: 2.53145 -2.58844 -0.97694
H: -1.35896 3.25686 0.57780
H: 1.59979 -2.05235 1.55078
H: 2.70234 -0.89556 -1.06162

## Properties
Total charge   -1
E_LUMO   0.1258 Eh
HOMO-LUMO gap   0.2652 Eh
HOMO level   -0.139 Eh



*iv*
A cluster of 2 separate species, C5H11O2 in total. Source: the OMol25 dataset; level of theory: ωB97M-V with the def2-TZVPD basis set.

Cartesian coordinates (Å):
O: 2.14910 0.85162 0.93841
O: 1.43130 -1.06258 1.94116
C: 1.30280 -0.03855 1.23547
C: 0.13597 0.18424 0.29611
C: -2.26837 -0.82489 -1.82479
C: -1.20406 -0.40380 -2.86524
C: -0.62256 1.25807 1.03325
H: -1.61838 1.07144 1.16769
H: -2.63382 -1.87052 -2.09285
H: -0.27568 1.43471 2.14670
H: -3.18719 -0.23089 -1.69350
H: -0.51990 -0.63447 0.11316
H: -0.39754 2.16185 0.54282
H: -1.69808 0.29623 -3.57771
H: 0.60501 0.55221 -0.64993
H: -0.81928 -1.34243 -3.30368
H: -0.42327 0.17814 -2.25036
H: -1.73778 -0.97896 -0.68756

## Properties
Total charge   -1
E_LUMO   0.1333 Eh
HOMO-LUMO gap   0.2681 Eh
HOMO level   -0.135 Eh



Decreasing stability: *ii*, *iii*, *i*, *iv*



*i*
The ion C5H11O2 with charge -1. Source: the OMol25 dataset; level of theory: ωB97M-V with the def2-TZVPD basis set.

Cartesian coordinates (Å):
O: 1.46447 0.59718 2.16494
O: -1.27262 -1.28093 1.47628
C: 1.04480 0.91046 -0.20364
C: 1.34627 -0.09986 0.88970
C: -0.03645 0.51142 -1.30056
C: -0.80950 -0.84046 -0.96009
C: -1.67355 -0.69494 0.33788
H: 0.91674 1.88833 0.19403
H: -1.76976 0.44667 0.43003
H: -0.00426 -1.55477 -1.16946
H: -1.59011 -0.76553 -1.72751
H: 0.50036 0.31817 -2.25138
H: 0.56506 0.50812 2.49681
H: 2.00870 1.12087 -0.76091
H: -0.72928 1.36990 -1.46404
H: 2.25381 -0.65384 0.65604
H: -2.76919 -0.94865 0.06552
H: 0.55450 -0.83214 1.12637

## Properties
Total charge   -1
E_LUMO   0.1532 Eh
HOMO-LUMO gap   0.2487 Eh
SMILES   [O-]CCCCCO
HOMO level   -0.095 Eh



*ii*
A cluster of 2 separate species, C5H11O2 in total. Source: the OMol25 dataset; level of theory: ωB97M-V with the def2-TZVPD basis set.

Cartesian coordinates (Å):
O: -2.19145 0.58044 -0.61159
O: -0.23172 0.25477 -1.81562
C: -1.10894 0.09364 -0.94827
C: 1.98378 1.52278 0.22218
C: 0.88084 1.73150 1.25903
C: -1.38819 -2.31225 -0.78771
C: -0.69219 -1.15713 0.04327
H: 2.25533 2.45287 -0.27380
H: 2.80275 1.00332 0.69597
H: -2.44417 -2.00957 -0.86427
H: 0.43274 0.84807 1.70314
H: 0.03963 2.24531 0.80178
H: 1.60396 0.88247 -0.58238
H: -1.24497 -1.20772 0.98913
H: -0.99646 -2.34463 -1.81209
H: 1.28517 2.15998 2.18224
H: -1.34312 -3.31599 -0.35404
H: 0.35701 -1.42785 0.15303

## Properties
Total charge   -1
E_LUMO   0.1522 Eh
HOMO-LUMO gap   0.2874 Eh
HOMO level   -0.135 Eh



Decreasing stability: *ii*, *i*



*i*
A cluster of 2 separate species, C5H11O2 in total. Source: the OMol25 dataset; level of theory: ωB97M-V with the def2-TZVPD basis set.

Cartesian coordinates (Å):
O: -0.53064 1.13253 -0.97959
O: 1.53364 1.54881 -1.80803
C: 0.32074 -1.82206 1.64552
C: 0.44396 0.93437 -1.74617
C: 0.14051 -0.13881 -2.85332
C: -1.53792 -0.22993 2.56406
C: -0.13733 -0.81156 2.69559
H: -1.83291 0.33992 1.66914
H: 0.40458 -1.52116 0.59975
H: 1.33783 -2.07021 1.93893
H: -0.17547 -1.00790 -2.28128
H: -0.67456 0.21743 -3.47980
H: 0.54607 0.03441 2.81565
H: 1.04119 -0.34782 -3.43690
H: -0.37573 -2.66061 1.69663
H: -2.30948 -1.00184 2.60932
H: -1.67331 0.58726 3.28582
H: -0.01994 -1.22797 3.70934

## Properties
Total charge   -1
E_LUMO   0.1413 Eh
HOMO-LUMO gap   0.2831 Eh
HOMO level   -0.142 Eh



*ii*
A cluster of 2 separate species, C5H11O2 in total. Source: the OMol25 dataset; level of theory: ωB97M-V with the def2-TZVPD basis set.

Cartesian coordinates (Å):
O: -1.95003 2.01380 0.27741
O: -0.49825 1.45503 1.91381
C: 0.18062 -1.62390 0.41979
C: 1.33827 -1.44098 -0.54912
C: -1.19620 -1.39150 -0.23786
C: 0.31400 2.52852 -0.07613
C: -0.82146 1.93704 0.80533
H: 0.23345 -2.60882 0.87901
H: 1.34429 2.34741 0.25182
H: 0.29186 -0.84968 1.16904
H: -1.80711 -2.29880 -0.14735
H: 2.30691 -1.65176 -0.09302
H: 1.28245 -2.02071 -1.47826
H: 0.17711 3.61448 -0.20469
H: -1.69451 -0.61942 0.33340
H: -1.15506 -1.09712 -1.28903
H: 1.44633 -0.41188 -0.88867
H: 0.20732 2.11828 -1.08546

## Properties
Total charge   -1
E_LUMO   0.1465 Eh
HOMO-LUMO gap   0.2946 Eh
HOMO level   -0.148 Eh



*iii*
A cluster of 2 separate species, C5H11O2 in total. Source: the OMol25 dataset; level of theory: ωB97M-V with the def2-TZVPD basis set.

Cartesian coordinates (Å):
O: 1.85221 0.51778 0.01054
O: 1.19978 1.11325 -2.06881
C: 0.49398 2.43746 -0.21140
C: 1.23997 1.22318 -0.83057
C: -0.64997 -1.84696 1.95652
C: -1.10135 -2.02745 0.48098
C: -2.39197 -1.25684 0.20220
H: -0.52328 2.67087 -0.53585
H: -2.81986 -1.58999 -0.74958
H: -3.16482 -1.42724 0.95287
H: -1.48862 -1.61149 2.62491
H: -2.14727 -0.20451 0.09687
H: 0.02231 -1.02786 2.03401
H: -1.21101 -3.09980 0.31752
H: -0.22316 -2.76418 2.36633
H: 1.15949 3.28210 -0.43358
H: 0.46809 2.43605 0.88270
H: -0.27844 -1.60974 -0.09882

## Properties
Total charge   -1
E_LUMO   0.1431 Eh
HOMO-LUMO gap   0.2869 Eh
HOMO level   -0.144 Eh



*iv*
A cluster of 2 separate species, C5H11O2 in total. Source: the OMol25 dataset; level of theory: ωB97M-V with the def2-TZVPD basis set.

Cartesian coordinates (Å):
O: -0.26834 0.68377 1.29536
O: -2.20435 -1.10359 2.39478
C: 1.20002 0.17796 -1.14068
C: 0.05449 -0.75525 -1.40951
C: 0.55390 1.61946 0.82776
C: 0.13792 -2.02217 -1.78115
C: 0.70912 1.57753 -0.71497
H: -0.64865 -2.75587 -1.68439
H: 1.68496 -0.24290 -0.25748
H: 1.08020 -2.48322 -2.07632
H: 1.85375 0.28160 -2.00284
H: -2.07822 -1.89147 1.86434
H: -0.28949 1.79566 -1.08131
H: 1.44983 2.36460 -0.90158
H: -1.38722 -0.57532 2.26566
H: 1.60150 1.60410 1.25540
H: -0.87296 -0.35896 -1.02732
H: 0.28898 2.70227 0.99519

## Properties
Total charge   -1
E_LUMO   0.1458 Eh
HOMO-LUMO gap   0.2544 Eh
HOMO level   -0.109 Eh



Decreasing stability: *ii*, *iii*, *i*, *iv*



*i*
A cluster of 2 separate species, C5H11O2 in total. Source: the OMol25 dataset; level of theory: ωB97M-V with the def2-TZVPD basis set.

Cartesian coordinates (Å):
O: -2.88815 1.32892 0.97537
O: -2.09170 -0.04069 -0.66284
C: -2.39082 0.29338 0.50673
C: 1.82826 0.20776 -0.29323
C: -2.00007 -0.79045 1.54112
C: 1.28592 -0.99717 -1.08966
C: 1.08248 1.48777 -0.66590
H: -0.92255 -0.97803 1.43282
H: -2.13436 -0.64596 2.62217
H: 1.73498 -0.07015 0.75737
H: 1.62283 2.07390 -1.41377
H: 1.53962 -1.91413 -0.55057
H: 0.91540 2.14372 0.19284
H: 0.07060 1.24627 -1.01079
H: 2.89954 0.36216 -0.47648
H: 0.19869 -0.87656 -1.06974
H: -2.45382 -1.75687 1.29345
H: 1.70316 -1.07387 -2.08889

## Properties
Total charge   -1
E_LUMO   0.1452 Eh
HOMO-LUMO gap   0.2926 Eh
HOMO level   -0.147 Eh



*ii*
A cluster of 2 separate species, C5H11O2 in total. Source: the OMol25 dataset; level of theory: ωB97M-V with the def2-TZVPD basis set.

Cartesian coordinates (Å):
O: -3.22875 -1.68013 -1.57762
O: -1.96701 -0.98358 -3.31449
C: -0.32523 0.59115 -1.66862
C: 1.99323 0.63082 1.51432
C: 1.06842 0.00597 2.55931
C: -1.23126 -0.49431 -1.04732
C: -2.24830 -1.10554 -2.10679
H: 0.76043 0.58885 -1.70790
H: 1.70487 0.21208 0.55412
H: 0.96148 0.53992 3.50295
H: -1.82948 -0.23236 -0.17530
H: 1.32391 -1.03316 2.76227
H: -0.64755 1.54557 -1.23140
H: 0.06534 -0.02520 2.12337
H: -0.63846 -1.34836 -0.69865
H: 1.85372 1.71054 1.43157
H: -0.65288 0.57301 -2.71483
H: 3.03753 0.50474 1.79501

## Properties
Total charge   -1
E_LUMO   0.1265 Eh
HOMO-LUMO gap   0.2681 Eh
HOMO level   -0.142 Eh



*iii*
A structure of composition C5H11O2. Source: the OMol25 dataset; level of theory: ωB97M-V with the def2-TZVPD basis set.

Cartesian coordinates (Å):
O: 1.21756 -4.18947 0.03779
O: 0.55271 -2.10759 -0.76552
C: -0.15762 -1.10053 -0.11426
C: -0.72905 0.08031 -1.06765
C: -1.02896 1.23579 -0.00598
C: 0.29314 1.87559 0.41317
C: 0.39716 3.05202 1.05517
H: -1.49311 0.56163 0.77230
H: -0.50918 3.67735 0.85446
H: 0.68872 -3.19310 -0.52309
H: 1.10835 3.30014 1.90877
H: 0.58011 -0.81753 0.57403
H: 0.20537 0.16517 -1.73799
H: 1.94669 -4.18335 -0.54834
H: -1.64091 2.03644 -0.42272
H: 1.19140 1.16300 0.33102
H: -1.74336 -0.21517 -1.53403
H: -0.87903 -1.34068 0.77289

## Properties
Total charge   -1
E_LUMO   0.1302 Eh
HOMO-LUMO gap   0.2574 Eh
HOMO level   -0.127 Eh



Decreasing stability: *i*, *ii*, *iii*



*i*
A cluster of 2 separate species, C5H11O2 in total. Source: the OMol25 dataset; level of theory: ωB97M-V with the def2-TZVPD basis set.

Cartesian coordinates (Å):
O: -1.39380 1.03166 -1.56181
O: -1.33083 0.38563 0.61204
C: -2.05652 -1.13252 -0.85270
C: -1.58266 0.24782 -0.59829
C: 1.44340 1.95262 0.55048
C: -1.23105 -2.23134 -0.09999
C: 2.66314 0.99736 0.69204
H: 0.57317 1.41853 1.00183
H: -2.10383 -1.24093 -1.90211
H: 3.13629 1.43461 1.49574
H: 3.15516 0.73939 -0.25135
H: -3.21192 -1.15517 -0.37077
H: -0.20792 -2.02509 -0.16087
H: 1.44637 2.96159 0.72450
H: -1.38463 -3.14480 -0.69654
H: 2.32532 0.10871 1.03145
H: 1.24039 1.86887 -0.58665
H: -1.48006 -2.21693 0.97300

## Properties
Total charge   -1
E_LUMO   0.1492 Eh
HOMO-LUMO gap   0.2927 Eh
HOMO level   -0.143 Eh



*ii*
A cluster of 2 separate species, C5H11O2 in total. Source: the OMol25 dataset; level of theory: ωB97M-V with the def2-TZVPD basis set.

Cartesian coordinates (Å):
O: 1.36174 1.38625 1.02868
O: -0.73767 1.34239 0.25335
C: 0.46045 1.73539 0.23281
C: -1.15916 -1.73070 1.03586
C: -0.22673 -2.94072 -1.07933
C: 0.84967 2.66188 -0.93338
C: -0.36466 -1.65737 -0.23398
H: -2.23271 -1.86719 0.84926
H: 0.59406 -1.13481 -0.18004
H: -1.09117 -3.15346 -1.70092
H: -0.05060 3.20003 -1.22863
H: 1.07327 2.08717 -1.82949
H: 0.67363 -2.78594 -1.67941
H: 1.76122 3.16939 -0.62676
H: 0.00842 -3.80860 -0.45710
H: -0.84132 -0.90237 -0.87294
H: -1.27880 -0.70440 1.42014
H: -0.71399 -2.23477 1.89431

## Properties
Total charge   -1
E_LUMO   0.1452 Eh
HOMO-LUMO gap   0.2884 Eh
HOMO level   -0.143 Eh



Decreasing stability: *ii*, *i*